Computed, not measured: 9 unconnected molecules or ions with the total composition C51H120N6O12, with ωB97M-V/def2-TZVPD.

Bonds (Å) are listed after each position.
Positions of all 189 atoms, in Å:
1 O 0.0104 3.3994 9.0898  N15 1.390, H176 0.960
2 O 0.6445 3.4121 2.2795  C53 1.482, C64 1.468
3 O -1.8434 4.5007 1.9373  C44 1.403, H144 0.960
4 O -0.3283 -1.7901 -1.5545  C27 1.452, C55 1.443
5 O -1.6358 -1.7021 -6.7508  C35 1.461, C56 1.473
6 O -0.4723 3.9968 -5.2157  N13 1.317, H161 0.960
7 O 4.6728 -6.0371 -5.9312  N17 1.390, H126 0.960
8 O -1.4568 -1.5481 3.6019  C21 1.399, C23 1.371
9 O 3.9392 6.8302 -1.6464  C31 1.349, H112 0.960
10 O 1.1245 -4.9102 -9.4126  C28 1.434, C34 1.402
11 O -2.3611 -2.8350 9.7457  C22 1.382, C42 1.457
12 O 4.8037 -0.1734 3.5763  C47 1.409, H150 0.960
13 N -1.6884 3.4946 -5.1589  O6 1.317, C24 1.502, C29 1.472
14 N -1.1476 -4.7265 -7.2179  C37 1.463, C52 1.421, H83 1.010
15 N -0.7612 2.2550 8.9267  O1 1.390, C39 1.476, C57 1.414
16 N -2.1079 -2.8600 6.7509  C60 1.505, C65 1.479, H188 1.010
17 N 4.4115 -5.2883 -4.7896  O7 1.390, C59 1.509, C67 1.471
18 N 0.1329 0.7180 1.2070  C43 1.525, C48 1.439, H148 1.010
19 C -2.3875 4.4441 -3.0179  C29 1.558, H136 1.090, H155 1.090, H177 1.090
20 C -1.7501 0.7685 7.1790  C39 1.536, C63 1.523, H78 1.090, H111 1.090
21 C -2.2697 -1.1281 2.5432  O8 1.399, H115 1.090, H130 1.090, H166 1.090
22 C -2.5070 -3.9049 8.8828  O11 1.382, C65 1.544, H77 1.090, H183 1.090
23 C -1.8861 -2.6250 4.3333  O8 1.371, C60 1.475, H156 1.090, H180 1.090
24 C -2.6324 3.8499 -6.2722  N13 1.502, C38 1.519, C61 1.610, C68 1.555
25 C -2.8209 3.4000 9.9017  C57 1.524, H95 1.090, H99 1.090, H104 1.090
26 C 5.2154 -4.6730 -2.4586  C54 1.573, C59 1.558, H80 1.090, H98 1.090
27 C -0.5948 -0.5967 -0.7719  O4 1.452, C43 1.594, H127 1.090, H163 1.090
28 C 0.4029 -5.9307 -8.7103  O10 1.434, C37 1.514, H93 1.090, H151 1.090
29 C -2.0975 3.1244 -3.7942  N13 1.472, C19 1.558, C40 1.568, C46 1.464
30 C -3.7198 5.0431 0.5161  C44 1.538, H107 1.090, H123 1.090, H174 1.090
31 C 2.6974 7.3215 -1.8362  O9 1.349, C32 1.526, H131 1.090, H170 1.090
32 C 1.7040 6.2612 -1.3702  C31 1.526, H88 1.090, H135 1.090, H154 1.090
33 C 2.0643 -4.5738 -5.3743  C67 1.571, H87 1.090, H97 1.090, H116 1.090
34 C 2.4757 -5.2145 -9.6303  O10 1.402, H128 1.090, H140 1.090, H185 1.090
35 C -2.3426 -2.8456 -6.1799  O5 1.461, C52 1.583, H94 1.090, H149 1.090
36 C -2.6322 0.9151 9.6035  C57 1.603, C63 1.586, H84 1.090, H117 1.090
37 C -1.0268 -5.5067 -8.4498  N14 1.463, C28 1.514, H72 1.090, H124 1.090
38 C -1.9298 3.6049 -7.5968  C24 1.519, H109 1.090, H143 1.090, H179 1.090
39 C -0.9167 2.0238 7.4775  N15 1.476, C20 1.536, C51 1.509, C58 1.529
40 C -3.3529 2.1895 -3.8834  C29 1.568, C41 1.505, H85 1.090, H175 1.090
41 C -4.4024 2.8830 -4.7086  C40 1.505, C68 1.462, H172 1.090, H178 1.090
42 C -3.3471 -2.8703 10.8177  O11 1.457, H92 1.090, H96 1.090, H147 1.090
43 C 0.2404 -0.6698 0.5834  N18 1.525, C27 1.594, H119 1.090, H186 1.090
44 C -2.6744 3.9927 0.9273  O3 1.403, C30 1.538, H75 1.090, H157 1.090
45 C -1.1729 2.0182 11.2682  C57 1.548, H70 1.090, H114 1.090, H129 1.090
46 C -1.0179 2.3924 -3.1287  C29 1.464, H79 1.090, H145 1.090, H173 1.090
47 C 4.6402 0.9095 4.4623  O12 1.409, C69 1.466, H91 1.090, H113 1.090
48 C 0.8809 0.8776 2.4256  N18 1.439, C64 1.557, H82 1.090, H152 1.090
49 C 6.8773 -4.9117 -4.3648  C59 1.514, H159 1.090, H160 1.090, H167 1.090
50 C 3.3714 -3.3267 -3.6227  C54 1.554, C67 1.523, H89 1.090, H146 1.090
51 C -1.5709 3.2254 6.8408  C39 1.509, H120 1.090, H138 1.090, H139 1.090
52 C -2.4313 -4.1275 -7.1052  N14 1.421, C35 1.583, H73 1.090, H108 1.090
53 C 2.0099 3.8197 1.8733  O2 1.482, H110 1.090, H118 1.090, H141 1.090
54 C 4.6986 -3.2318 -2.8191  C26 1.573, C50 1.554, H134 1.090, H158 1.090
55 C 0.5232 -1.6176 -2.7070  O4 1.443, H71 1.090, H165 1.090, H171 1.090
56 C -2.1034 -0.4253 -6.1853  O5 1.473, H125 1.090, H153 1.090, H168 1.090
57 C -1.8074 2.2625 9.8780  N15 1.414, C25 1.524, C36 1.603, C45 1.548
58 C 0.4386 1.8701 6.7873  C39 1.529, H90 1.090, H121 1.090, H189 1.090
59 C 5.5513 -5.3805 -3.8050  N17 1.509, C26 1.558, C49 1.514, C66 1.509
60 C -1.1674 -2.5433 5.6190  N16 1.505, C23 1.475, H101 1.090, H122 1.090
61 C -3.3197 5.3057 -6.2314  C24 1.610, H103 1.090, H106 1.090, H187 1.090
62 C 4.0812 -3.1744 -6.0450  C67 1.604, H105 1.090, H137 1.090, H162 1.090
63 C -2.9755 0.6589 8.0760  C20 1.523, C36 1.586, H76 1.090, H182 1.090
64 C 0.4405 2.2106 3.0986  O2 1.468, C48 1.557, H100 1.090, H181 1.090
65 C -1.5238 -3.8377 7.6948  N16 1.479, C22 1.544, H102 1.090, H133 1.090
66 C 5.7263 -6.8504 -3.5102  C59 1.509, H74 1.090, H86 1.090, H132 1.090
67 C 3.4988 -4.1399 -4.9041  N17 1.471, C33 1.571, C50 1.523, C62 1.604
68 C -3.9089 2.9831 -6.0812  C24 1.555, C41 1.462, H164 1.090, H169 1.090
69 C 5.7826 1.8102 4.2806  C47 1.466, H81 1.090, H142 1.090, H184 1.090
70 H -0.4864 1.1716 11.2629  C45 1.090
71 H 0.5399 -2.4803 -3.3730  C55 1.090
72 H -1.7302 -6.3348 -8.5366  C37 1.090
73 H -3.2187 -4.8645 -6.9472  C52 1.090
74 H 6.0509 -7.3948 -4.3969  C66 1.090
75 H -2.1078 3.5934 0.0861  C44 1.090
76 H -3.6246 1.4542 7.7097  C63 1.090
77 H -3.5607 -3.9428 8.6068  C22 1.090
78 H -2.1763 0.8090 6.1767  C20 1.090
79 H -0.1914 3.0387 -2.8334  C46 1.090
80 H 4.4410 -5.2395 -1.9415  C26 1.090
81 H 6.7381 1.3671 4.5612  C69 1.090
82 H 1.9682 0.9071 2.3542  C48 1.090
83 H -0.4604 -3.9893 -7.2845  N14 1.010
84 H -2.1330 0.1168 10.1527  C36 1.090
85 H -3.1915 1.2540 -4.4190  C40 1.090
86 H 6.5215 -6.9451 -2.7707  C66 1.090
87 H 1.3869 -3.7634 -5.6434  C33 1.090
88 H 1.5541 5.6078 -2.2297  C32 1.090
89 H 3.1563 -2.3398 -4.0323  C50 1.090
90 H 0.6052 2.7500 6.1660  C58 1.090
91 H 3.6752 1.3817 4.2783  C47 1.090
92 H -3.1208 -3.8409 11.2590  C42 1.090
93 H 0.5734 -6.8323 -9.2986  C28 1.090
94 H -1.7704 -3.0909 -5.2852  C35 1.090
95 H -3.4705 3.5108 9.0334  C25 1.090
96 H -3.1827 -2.0705 11.5398  C42 1.090
97 H 1.6409 -5.1484 -4.5505  C33 1.090
98 H 6.0584 -4.6741 -1.7676  C26 1.090
99 H -2.1061 4.2225 9.8780  C25 1.090
100 H 1.1416 2.3199 3.9260  C64 1.090
101 H -0.3662 -3.2819 5.6458  C60 1.090
102 H -0.4986 -3.5107 7.8682  C65 1.090
103 H -2.6474 6.0060 -5.7357  C61 1.090
104 H -3.4873 3.5691 10.7475  C25 1.090
105 H 5.1481 -2.9601 -5.9825  C62 1.090
106 H -3.2992 5.6929 -7.2500  C61 1.090
107 H -3.2163 5.9163 0.1011  C30 1.090
108 H -2.6557 -3.7574 -8.1056  C52 1.090
109 H -1.0753 4.2487 -7.8052  C38 1.090
110 H 2.6880 3.8490 2.7262  C53 1.090
111 H -1.1529 -0.1417 7.1237  C20 1.090
112 H 4.2613 6.3134 -2.3885  O9 0.960
113 H 4.5978 0.7345 5.5374  C47 1.090
114 H -1.9484 1.8528 12.0160  C45 1.090
115 H -2.2681 -0.0409 2.4645  C21 1.090
116 H 2.1489 -5.3557 -6.1290  C33 1.090
117 H -3.6177 0.9192 10.0693  C36 1.090
118 H 2.4639 3.3785 0.9860  C53 1.090
119 H 1.2892 -0.7360 0.2941  C43 1.090
120 H -2.5745 3.5451 7.1213  C51 1.090
121 H 0.6071 1.1177 6.0169  C58 1.090
122 H -0.7999 -1.5238 5.7362  C60 1.090
123 H -4.2655 5.4774 1.3538  C30 1.090
124 H -1.2100 -4.8820 -9.3240  C37 1.090
125 H -3.1707 -0.3597 -6.3968  C56 1.090
126 H 4.3990 -6.9347 -5.7288  O7 0.960
127 H -1.6723 -0.5135 -0.6300  C27 1.090
128 H 2.8702 -4.4162 -10.2590  C34 1.090
129 H -0.6667 2.9367 11.5653  C45 1.090
130 H -3.3430 -1.3027 2.6173  C21 1.090
131 H 2.5721 8.2151 -1.2249  C31 1.090
132 H 4.8380 -7.2666 -3.0349  C66 1.090
133 H -1.3242 -4.8138 7.2527  C65 1.090
134 H 4.3388 -2.7505 -1.9097  C54 1.090
135 H 1.9821 5.7158 -0.4683  C32 1.090
136 H -2.5853 4.1469 -1.9881  C19 1.090
137 H 3.9048 -3.6860 -6.9911  C62 1.090
138 H -1.0268 4.1528 7.0198  C51 1.090
139 H -1.7089 2.9925 5.7849  C51 1.090
140 H 2.9615 -5.1113 -8.6601  C34 1.090
141 H 1.6748 4.8172 1.5890  C53 1.090
142 H 5.6122 2.6874 4.9048  C69 1.090
143 H -2.5447 3.5937 -8.4967  C38 1.090
144 H -1.0398 3.9830 1.8481  O3 0.960
145 H -1.2414 2.2703 -2.0689  C46 1.090
146 H 2.5791 -3.7248 -2.9888  C50 1.090
147 H -4.3675 -2.7953 10.4419  C42 1.090
148 H 0.3389 1.4649 0.5591  N18 1.010
149 H -3.3724 -2.6049 -5.9160  C35 1.090
150 H 4.7595 0.0984 2.6566  O12 0.960
151 H 0.8553 -6.0722 -7.7288  C28 1.090
152 H 0.5460 0.0360 3.0319  C48 1.090
153 H -1.9626 -0.5213 -5.1087  C56 1.090
154 H 0.7396 6.7511 -1.2361  C32 1.090
155 H -3.1523 5.0404 -3.5155  C19 1.090
156 H -2.9598 -2.6213 4.5207  C23 1.090
157 H -3.1441 3.1690 1.4650  C44 1.090
158 H 5.4144 -2.6324 -3.3817  C54 1.090
159 H 7.3044 -5.6745 -5.0158  C49 1.090
160 H 6.9075 -3.9943 -4.9528  C49 1.090
161 H -0.6800 4.9337 -5.1893  O6 0.960
162 H 3.6552 -2.1834 -6.2021  C62 1.090
163 H -0.4181 0.2571 -1.4261  C27 1.090
164 H -4.7614 3.3384 -6.6602  C68 1.090
165 H -0.1245 -0.9238 -3.2429  C55 1.090
166 H -1.9070 -1.6196 1.6405  C21 1.090
167 H 7.6032 -4.7608 -3.5658  C49 1.090
168 H -1.4842 0.3190 -6.6861  C56 1.090
169 H -3.8749 1.9927 -6.5351  C68 1.090
170 H 2.5957 7.6287 -2.8771  C31 1.090
171 H 1.5343 -1.2706 -2.4940  C55 1.090
172 H -4.6940 3.7603 -4.1311  C41 1.090
173 H -0.8551 1.5195 -3.7610  C46 1.090
174 H -4.3621 4.7145 -0.3010  C30 1.090
175 H -3.7937 2.0322 -2.8989  C40 1.090
176 H 0.8158 3.1481 9.5478  O1 0.960
177 H -1.6109 5.2081 -2.9825  C19 1.090
178 H -5.3698 2.4188 -4.5167  C41 1.090
179 H -1.4132 2.6509 -7.7020  C38 1.090
180 H -1.6925 -3.5504 3.7909  C23 1.090
181 H -0.5864 2.2109 3.4639  C64 1.090
182 H -3.4358 -0.3027 7.8491  C63 1.090
183 H -2.2715 -4.8307 9.4077  C22 1.090
184 H 5.9706 2.2027 3.2813  C69 1.090
185 H 2.5730 -6.2076 -10.0689  C34 1.090
186 H -0.0431 -1.6033 1.0696  C43 1.090
187 H -4.3307 5.3757 -5.8302  C61 1.090
188 H -2.2182 -2.0389 7.3286  N16 1.010
189 H 1.2535 1.5264 7.4244  C58 1.090

Kohn-Sham gap (spin up / spin down) in eV: 6.5 / 2.6
Spin multiplicity: 2
Net charge: +1
Expectation value of S²: 0.754